Record 1
Below is one molecule with the formula C14H26N2O3S in a non-equilibrium geometry, with properties calculated with ωB97M-V/def2-TZVPD.

The geometry in XYZ format:
```
46
C14H26N2O3S ωB97M-V/def2-TZVPD
C -4.54 2.11 0.35
O -3.83 2.51 1.54
C -2.40 2.35 1.31
C -1.75 2.34 2.73
C -0.19 2.01 2.71
C 0.05 0.59 2.07
N 1.04 0.50 0.99
C 1.35 1.31 0.02
C 0.69 2.68 -0.26
O -0.31 2.67 -1.00
O 1.16 3.77 0.19
S 2.64 0.83 -1.14
C 3.08 -0.60 -0.01
C 1.85 -0.78 0.91
C 0.98 -2.09 0.93
C 1.16 -3.11 -0.26
C -0.04 -2.96 -1.31
C 0.15 -1.75 -2.30
C 1.12 -2.10 -3.52
N 1.76 -0.94 -4.14
H -4.27 2.83 -0.47
H -5.64 2.18 0.57
H -4.27 1.08 0.00
H -2.02 3.16 0.64
H -2.30 1.39 0.74
H -1.92 3.31 3.26
H -2.23 1.53 3.34
H 0.43 2.84 2.30
H 0.09 1.92 3.80
H -0.91 0.13 1.70
H 0.39 -0.10 2.89
H 3.36 -1.38 -0.76
H 4.07 -0.35 0.46
H 2.33 -0.79 1.94
H -0.13 -1.91 1.03
H 1.26 -2.65 1.87
H 2.16 -3.13 -0.74
H 1.00 -4.14 0.18
H -1.00 -2.77 -0.75
H -0.08 -3.89 -1.93
H -0.87 -1.57 -2.76
H 0.40 -0.78 -1.80
H 0.46 -2.61 -4.28
H 1.90 -2.80 -3.15
H 2.66 -0.71 -3.71
H 1.15 -0.13 -4.21
```

Calculated values
Energy above the lowest of the compared OMol25 structures with the same formula, charge and spin   4.703 eV
Frontier orbital gap   8.58 eV
Charge   0

Atom charges from the Mulliken analysis, given in e for atoms 1 to 6: atom 1 (C): -0.6296, atom 2 (O): -0.4225, atom 3 (C): -0.2822, atom 4 (C): -0.6732, atom 5 (C): -0.5695, atom 6 (C): -0.8497

Record 2
Below is C14H26N2ORuS2 as an isolated structure in a non-equilibrium geometry, with properties calculated with ωB97M-V/def2-TZVPD.

The geometry in XYZ format:
```
46
C14H26N2ORuS2 ωB97M-V/def2-TZVPD
Ru -0.34 0.00 -0.16
S -0.90 2.22 -0.20
S -0.79 -2.26 -0.08
C -2.77 2.32 -0.30
C -0.45 2.40 -1.96
C -0.82 1.16 -2.76
N -0.14 -0.06 -2.24
C -0.76 -1.33 -2.70
C -0.34 -2.50 -1.82
H 0.62 2.59 -1.93
H -0.98 3.27 -2.35
H -0.51 1.29 -3.81
H -1.90 0.95 -2.72
H -0.44 -1.50 -3.73
H -1.85 -1.17 -2.67
H 0.75 -2.65 -1.80
H -0.83 -3.42 -2.16
C -2.65 -2.42 -0.15
H 0.85 -0.04 -2.53
H -3.09 -1.64 -0.79
H -3.03 -2.33 0.87
H -2.91 -3.41 -0.53
H -3.16 2.29 0.73
H -3.18 1.49 -0.88
H -3.06 3.28 -0.74
C 5.36 0.21 -1.83
C 5.44 0.27 -0.48
H 5.31 1.12 -2.44
H 5.37 -0.75 -2.36
H 5.47 1.23 0.05
H 5.53 -0.64 0.12
O 1.80 -0.01 0.80
C 1.55 -0.12 2.25
C 0.09 -0.09 2.72
C -0.22 -0.15 4.06
C -1.53 -0.12 4.48
C -2.56 -0.04 3.53
C -2.21 0.01 2.18
N -0.91 0.01 1.83
H 2.23 0.85 0.57
H 2.04 -1.08 2.53
H 2.12 0.71 2.72
H 0.64 -0.21 4.73
H -1.77 -0.16 5.54
H -3.62 -0.02 3.82
H -2.96 0.06 1.40
```

Calculated values
Frontier orbital gap (spin up / spin down)   3.91 / 2.88 eV
Charge   +3
Spin multiplicity   6
<S²>   8.76

Atom charges from the Mulliken analysis, given in e for atoms 1 to 6: atom 1 (Ru): 0.6055, atom 2 (S): -0.1592, atom 3 (S): -0.1536, atom 4 (C): -0.9263, atom 5 (C): -0.5791, atom 6 (C): -0.6349

Record 3
Below is C14H26N2OS2V as an isolated structure in a non-equilibrium geometry, with properties calculated with ωB97M-V/def2-TZVPD.

The geometry in XYZ format:
```
46
C14H26N2OS2V ωB97M-V/def2-TZVPD
V 1.31 -0.44 -0.81
S 0.04 -2.44 -0.36
S 0.01 1.96 -0.30
C 1.64 -3.33 -0.22
C -0.24 -2.52 -2.19
C 0.27 -1.32 -2.97
N -0.12 -0.08 -2.26
C 0.09 1.23 -2.94
C -0.52 2.28 -2.03
H -1.33 -2.63 -2.28
H 0.23 -3.45 -2.51
H -0.18 -1.30 -3.97
H 1.37 -1.34 -3.07
H -0.41 1.22 -3.91
H 1.16 1.40 -3.08
H -1.62 2.26 -2.06
H -0.20 3.30 -2.30
C 1.24 3.30 -0.15
H -1.07 -0.14 -1.86
H 2.10 3.03 -0.78
H 1.54 3.34 0.91
H 0.84 4.28 -0.46
H 1.88 -3.43 0.85
H 2.44 -2.76 -0.73
H 1.52 -4.33 -0.66
C -3.50 0.23 0.42
C -2.99 0.25 1.66
H -3.71 -0.67 -0.15
H -3.76 1.17 -0.07
H -2.92 -0.65 2.26
H -2.55 1.13 2.08
O 3.30 -0.07 -0.72
C 3.57 0.74 0.52
C 2.98 -0.02 1.68
C 3.71 -0.30 2.83
C 3.16 -1.03 3.86
C 1.82 -1.41 3.76
C 1.12 -1.08 2.57
N 1.73 -0.50 1.51
H 3.61 0.43 -1.51
H 3.07 1.75 0.46
H 4.66 0.86 0.64
H 4.74 0.08 2.86
H 3.74 -1.30 4.75
H 1.31 -1.95 4.55
H 0.05 -1.33 2.50
```

Calculated values
Energy above the lowest of the compared OMol25 structures with the same formula, charge and spin   1.162 eV
Frontier orbital gap (spin up / spin down)   5.62 / 6.65 eV
Charge   +3
Spin multiplicity   3
<S²>   2.05

Atom charges from the Mulliken analysis, given in e for atoms 1 to 6: atom 1 (V): 0.7814, atom 2 (S): 0.0769, atom 3 (S): 0.2955, atom 4 (C): -0.9023, atom 5 (C): -0.6725, atom 6 (C): -0.5650

Record 4
Below is C14H26N3NiS4 as an isolated structure in a non-equilibrium geometry, with properties calculated with ωB97M-V/def2-TZVPD.

The geometry in XYZ format:
```
48
C14H26N3NiS4 ωB97M-V/def2-TZVPD
Ni 2.03 0.28 -1.08
C 0.95 4.72 -0.20
C 1.22 3.36 -0.80
S 1.33 2.04 0.32
C 1.38 3.18 -2.13
C 1.36 4.33 -3.11
S 1.64 1.63 -2.85
H 0.84 4.64 0.88
H 0.02 5.15 -0.60
H 1.76 5.42 -0.41
H 0.95 5.25 -2.69
H 0.77 4.06 -3.99
H 2.38 4.53 -3.46
C -0.77 -1.62 4.18
C -0.05 -2.80 3.54
C 0.18 -2.63 2.04
C 1.17 -1.52 1.71
N 1.50 -1.47 0.29
C 0.57 -1.16 -0.70
S 0.77 -1.86 -2.22
N -0.58 -0.55 -0.30
C -1.42 0.19 -1.24
C -2.90 0.08 -0.89
C -3.59 -1.19 -1.40
C -3.08 -2.49 -0.76
H -0.97 -1.82 5.24
H -1.73 -1.44 3.68
H -0.18 -0.71 4.12
H -0.63 -3.71 3.70
H 0.92 -2.95 4.03
H -0.77 -2.42 1.54
H 0.56 -3.57 1.62
H 2.11 -1.69 2.24
H 0.80 -0.54 2.02
H 2.13 -2.19 -0.03
H -0.49 -0.06 0.59
H -1.22 -0.20 -2.23
H -1.10 1.24 -1.22
H -3.41 0.94 -1.31
H -3.02 0.14 0.20
H -3.45 -1.25 -2.48
H -4.66 -1.11 -1.21
H -2.03 -2.67 -1.02
H -3.66 -3.34 -1.11
H -3.16 -2.44 0.33
S 6.56 -1.06 -0.84
C 5.04 -0.54 -0.96
N 3.94 -0.17 -1.03
```

Calculated values
Frontier orbital gap (spin up / spin down)   6.10 / 6.23 eV
Charge   -1
Spin multiplicity   3
<S²>   2.02

Atom charges from the Mulliken analysis, given in e for atoms 1 to 6: atom 1 (Ni): 0.2459, atom 2 (C): -1.6220, atom 3 (C): 0.6563, atom 4 (S): -0.4587, atom 5 (C): 0.3863, atom 6 (C): -1.4319

Record 5
Below is one molecule with the formula C14H26N4O2 in a non-equilibrium geometry, with properties calculated with ωB97M-V/def2-TZVPD.

The geometry in XYZ format:
```
46
C14H26N4O2 ωB97M-V/def2-TZVPD
C 5.40 -1.32 -2.01
C 5.73 -0.87 -0.59
C 5.39 0.61 -0.36
C 3.93 0.86 -0.27
N 3.08 -0.08 -0.29
N 1.77 0.22 -0.20
C 0.79 -0.71 -0.23
O 0.91 -1.91 -0.35
C -0.59 -0.03 -0.09
O -0.69 1.18 0.03
N -1.56 -0.95 -0.12
N -2.91 -0.85 -0.04
C -3.50 0.26 0.13
C -4.99 0.33 0.17
C -5.46 1.08 -1.10
C -6.87 1.63 -0.98
C -5.64 -1.04 0.31
C -5.43 -1.65 1.69
C 6.08 1.18 0.90
C 5.64 0.49 2.19
H 5.94 -0.72 -2.73
H 5.68 -2.36 -2.14
H 4.34 -1.22 -2.19
H 5.15 -1.48 0.11
H 6.79 -1.02 -0.39
H 5.77 1.19 -1.21
H 3.62 1.91 -0.17
H 1.46 1.19 -0.09
H -1.24 -1.91 -0.24
H -2.98 1.21 0.23
H -5.27 0.95 1.04
H -5.40 0.39 -1.94
H -4.78 1.91 -1.29
H -7.60 0.83 -0.82
H -7.14 2.16 -1.89
H -6.94 2.32 -0.14
H -5.22 -1.70 -0.45
H -6.72 -0.95 0.13
H -5.91 -2.62 1.75
H -4.37 -1.78 1.88
H -5.85 -1.01 2.46
H 5.85 2.25 0.97
H 7.16 1.08 0.79
H 4.56 0.54 2.30
H 6.10 0.97 3.05
H 5.93 -0.56 2.19
```

Calculated values
SMILES string   CCC(/C=N/NC(=O)C(=O)N/N=C/C(CC)CC)CC
Energy above the lowest of the compared OMol25 structures with the same formula, charge and spin   2.792 eV
Frontier orbital gap   9.79 eV
Charge   0

Atom charges from the Mulliken analysis, given in e for atoms 1 to 6: atom 1 (C): -1.2943, atom 2 (C): -0.6164, atom 3 (C): 0.5714, atom 4 (C): -0.7230, atom 5 (N): -0.3502, atom 6 (N): 0.0455